Entry 1:
Below is a structure of composition C7H22AsN4O8P2RuS, with properties calculated with ωB97M-V with the def2-TZVPD basis set.

Last column: Löwdin spin population.
Cartesian coordinates (Å):
Ru (-0.085, -0.418, 0.209)  0.9170
N (-1.185, -1.058, 2.976)  0.0103
N (-2.352, -0.312, 2.816)  0.0031
C (-2.871, -0.163, 1.600)  0.0114
N (-3.887, 0.685, 1.455)  0.0024
S (-2.360, -1.091, 0.241)  -0.0017
H (-1.348, -1.796, 3.647)  0.0002
H (-0.398, -0.456, 3.204)  0.0000
H (-2.462, 0.479, 3.440)  0.0004
H (-4.083, 1.370, 2.169)  0.0005
H (-4.129, 0.934, 0.510)  -0.0001
O (-0.087, 3.945, 1.445)  0.0024
P (-0.262, 2.574, 0.647)  0.0037
O (-0.856, 2.812, -0.683)  0.0000
O (-0.862, 1.522, 1.562)  0.0266
O (1.279, 2.049, 0.440)  0.0100
P (2.160, 1.275, 1.561)  0.0025
O (1.953, 2.282, 2.817)  0.0003
O (3.593, 1.232, 1.191)  0.0012
O (1.452, -0.034, 1.830)  0.0227
H (0.436, 3.790, 2.242)  0.0000
H (2.777, 2.380, 3.298)  0.0000
N (3.710, -1.404, 0.116)  0.0016
C (2.473, -1.509, -0.341)  0.0023
O (1.899, -0.518, -0.840)  0.0406
C (1.698, -2.784, -0.290)  0.0012
C (0.306, -2.453, 0.273)  -0.0243
H (4.015, -0.451, 0.349)  0.0000
H (4.117, -2.184, 0.601)  0.0003
H (2.204, -3.568, 0.277)  -0.0006
H (1.622, -3.127, -1.327)  0.0000
H (0.291, -2.638, 1.351)  -0.0015
H (-0.433, -3.129, -0.161)  -0.0011
C (-2.221, 0.749, -2.673)  -0.0023
As (-0.522, 0.017, -2.103)  -0.0186
C (-0.402, -1.594, -3.178)  -0.0031
C (0.718, 1.234, -2.937)  -0.0053
H (-2.185, 0.869, -3.756)  -0.0006
H (-2.332, 1.715, -2.184)  0.0000
H (-3.033, 0.078, -2.404)  0.0000
H (-0.638, -1.361, -4.217)  -0.0006
H (-1.106, -2.335, -2.804)  0.0000
H (0.611, -1.987, -3.118)  -0.0001
H (0.489, 1.274, -4.002)  -0.0009
H (1.737, 0.900, -2.769)  0.0000
H (0.557, 2.206, -2.476)  0.0000

Output
2S+1 = 2
relative energy (zero: lowest compared OMol25 entry of this formula, charge and spin) = 113.7 kJ/mol
gap between HOMO and LUMO (spin up / spin down) = 8.2658 / 7.8189 eV
expectation value of S² = 0.7594
total energy = -4512.725887 Eh
LUMO (spin up / spin down) = 0.0035 / -0.0048 Eh

Entry 2:
Below is a cluster of 2 separate species, C7H22BINO5P in total, with properties calculated with ωB97M-V with the def2-TZVPD basis set.

Last column: Mulliken charge in e.
Cartesian coordinates (Å):
O (2.207, -0.215, -0.464)  -0.5822
P (2.513, 0.225, -1.846)  0.7234
O (3.043, -1.022, -2.710)  -0.5542
O (3.764, 1.261, -1.790)  -0.5660
C (1.175, 1.055, -2.689)  0.0643
B (0.525, 0.378, -4.071)  0.1976
I (-1.780, 0.420, -3.854)  -0.3016
H (3.489, -0.787, -3.531)  0.3237
H (4.168, 1.447, -2.646)  0.3219
H (0.428, 1.189, -1.916)  -0.5635
H (1.536, 2.050, -2.961)  0.2994
H (0.760, 1.079, -5.023)  -0.1519
H (0.828, -0.767, -4.274)  -0.1431
C (-4.049, 1.274, -0.329)  -0.7323
O (-3.058, 0.340, 0.074)  -0.3834
C (-1.749, 0.837, -0.116)  0.0051
C (-0.793, -0.231, 0.375)  -0.4758
N (-1.311, -0.833, 1.644)  0.0025
C (-0.944, -0.074, 2.869)  -0.6460
C (0.484, -0.450, 3.243)  -0.4888
O (0.601, -1.841, 3.045)  -0.4027
C (1.949, -2.292, 3.079)  -0.7142
H (-3.920, 1.532, -1.382)  0.2541
H (-5.017, 0.800, -0.188)  0.2586
H (-3.993, 2.180, 0.284)  0.3258
H (-1.628, 1.800, 0.397)  0.4096
H (-1.499, 0.940, -1.173)  -0.3200
H (0.212, 0.142, 0.542)  0.0911
H (-0.737, -1.034, -0.356)  0.4715
H (-0.924, -1.773, 1.763)  0.4547
H (-2.329, -0.896, 1.538)  0.4688
H (-1.644, -0.354, 3.655)  0.4478
H (-1.043, 0.988, 2.657)  0.2478
H (0.670, -0.190, 4.289)  0.4589
H (1.205, 0.086, 2.615)  0.3370
H (2.524, -1.835, 2.269)  0.3010
H (1.928, -3.369, 2.941)  0.2601
H (2.410, -2.058, 4.042)  0.3010

Output
2S+1 = 1
gap between HOMO and LUMO = 7.3481 eV
total energy = -1374.815195 Eh
LUMO = -0.0013 Eh

Entry 3:
Below is a structure of composition C7H22ClI2OP2Yb in a non-equilibrium geometry, with properties calculated with ωB97M-V with the def2-TZVPD basis set.

Last column: Löwdin spin population.
Cartesian coordinates (Å):
I (-0.018, -1.305, -5.848)  0.0000
I (-0.020, 1.392, -6.173)  0.0000
Yb (0.025, 0.480, -0.438)  0.9700
P (-2.778, 0.494, 0.135)  0.0080
C (-3.721, 0.307, -1.427)  0.0022
C (-3.406, -0.840, 1.219)  0.0012
H (-4.483, -0.810, 1.399)  0.0003
H (-4.483, 2.047, 1.086)  0.0002
H (-2.887, -0.758, 2.184)  0.0000
H (-2.868, 2.174, 1.837)  0.0000
H (-3.408, -0.645, -1.890)  0.0000
H (-3.156, -1.813, 0.768)  0.0000
C (-3.410, 2.034, 0.890)  0.0006
H (-4.811, 0.311, -1.321)  0.0005
H (-3.158, 2.871, 0.219)  0.0000
H (-3.420, 1.132, -2.097)  0.0000
P (2.738, 0.467, 0.163)  0.0064
C (3.658, 0.296, -1.405)  0.0002
C (3.328, 2.014, 0.907)  0.0018
H (2.854, -0.769, 2.210)  0.0000
H (4.462, -0.712, 1.426)  0.0002
H (3.193, -1.818, 0.800)  0.0000
C (3.389, -0.834, 1.252)  0.0008
H (2.772, 2.148, 1.849)  0.0000
H (4.402, 1.993, 1.101)  0.0003
H (4.745, 0.310, -1.260)  0.0001
H (3.356, 1.129, -2.066)  0.0000
H (3.079, 2.840, 0.222)  0.0000
H (3.353, -0.659, -1.871)  0.0000
Cl (-0.003, 0.755, 2.060)  0.0065
C (0.054, -2.442, 1.072)  0.0000
O (0.294, -1.632, -0.158)  0.0005
H (-0.970, -2.786, 1.040)  0.0000
H (0.213, -1.817, 1.931)  0.0000
H (0.750, -3.280, 1.080)  0.0000
H (0.333, -2.270, -0.895)  0.0001

Output
2S+1 = 2
relative energy (zero: lowest compared OMol25 entry of this formula, charge and spin) = 0.0 kJ/mol
gap between HOMO and LUMO (spin up / spin down) = 6.1986 / 5.1491 eV
expectation value of S² = 0.7510
total charge = +2
total energy = -3251.625365 Eh
LUMO (spin up / spin down) = -0.2941 / -0.3327 Eh

Please write out number 2 again, unchanged.
Below is a cluster of 2 separate species, C7H22BINO5P in total, with properties calculated with ωB97M-V with the def2-TZVPD basis set.

Last column: Mulliken charge in e.
Cartesian coordinates (Å):
O (2.207, -0.215, -0.464)  -0.5822
P (2.513, 0.225, -1.846)  0.7234
O (3.043, -1.022, -2.710)  -0.5542
O (3.764, 1.261, -1.790)  -0.5660
C (1.175, 1.055, -2.689)  0.0643
B (0.525, 0.378, -4.071)  0.1976
I (-1.780, 0.420, -3.854)  -0.3016
H (3.489, -0.787, -3.531)  0.3237
H (4.168, 1.447, -2.646)  0.3219
H (0.428, 1.189, -1.916)  -0.5635
H (1.536, 2.050, -2.961)  0.2994
H (0.760, 1.079, -5.023)  -0.1519
H (0.828, -0.767, -4.274)  -0.1431
C (-4.049, 1.274, -0.329)  -0.7323
O (-3.058, 0.340, 0.074)  -0.3834
C (-1.749, 0.837, -0.116)  0.0051
C (-0.793, -0.231, 0.375)  -0.4758
N (-1.311, -0.833, 1.644)  0.0025
C (-0.944, -0.074, 2.869)  -0.6460
C (0.484, -0.450, 3.243)  -0.4888
O (0.601, -1.841, 3.045)  -0.4027
C (1.949, -2.292, 3.079)  -0.7142
H (-3.920, 1.532, -1.382)  0.2541
H (-5.017, 0.800, -0.188)  0.2586
H (-3.993, 2.180, 0.284)  0.3258
H (-1.628, 1.800, 0.397)  0.4096
H (-1.499, 0.940, -1.173)  -0.3200
H (0.212, 0.142, 0.542)  0.0911
H (-0.737, -1.034, -0.356)  0.4715
H (-0.924, -1.773, 1.763)  0.4547
H (-2.329, -0.896, 1.538)  0.4688
H (-1.644, -0.354, 3.655)  0.4478
H (-1.043, 0.988, 2.657)  0.2478
H (0.670, -0.190, 4.289)  0.4589
H (1.205, 0.086, 2.615)  0.3370
H (2.524, -1.835, 2.269)  0.3010
H (1.928, -3.369, 2.941)  0.2601
H (2.410, -2.058, 4.042)  0.3010

Output
2S+1 = 1
gap between HOMO and LUMO = 7.3481 eV
total energy = -1374.815195 Eh
LUMO = -0.0013 Eh

Copy entry 1 word for word.
Below is a structure of composition C7H22AsN4O8P2RuS, with properties calculated with ωB97M-V with the def2-TZVPD basis set.

Last column: Löwdin spin population.
Cartesian coordinates (Å):
Ru (-0.085, -0.418, 0.209)  0.9170
N (-1.185, -1.058, 2.976)  0.0103
N (-2.352, -0.312, 2.816)  0.0031
C (-2.871, -0.163, 1.600)  0.0114
N (-3.887, 0.685, 1.455)  0.0024
S (-2.360, -1.091, 0.241)  -0.0017
H (-1.348, -1.796, 3.647)  0.0002
H (-0.398, -0.456, 3.204)  0.0000
H (-2.462, 0.479, 3.440)  0.0004
H (-4.083, 1.370, 2.169)  0.0005
H (-4.129, 0.934, 0.510)  -0.0001
O (-0.087, 3.945, 1.445)  0.0024
P (-0.262, 2.574, 0.647)  0.0037
O (-0.856, 2.812, -0.683)  0.0000
O (-0.862, 1.522, 1.562)  0.0266
O (1.279, 2.049, 0.440)  0.0100
P (2.160, 1.275, 1.561)  0.0025
O (1.953, 2.282, 2.817)  0.0003
O (3.593, 1.232, 1.191)  0.0012
O (1.452, -0.034, 1.830)  0.0227
H (0.436, 3.790, 2.242)  0.0000
H (2.777, 2.380, 3.298)  0.0000
N (3.710, -1.404, 0.116)  0.0016
C (2.473, -1.509, -0.341)  0.0023
O (1.899, -0.518, -0.840)  0.0406
C (1.698, -2.784, -0.290)  0.0012
C (0.306, -2.453, 0.273)  -0.0243
H (4.015, -0.451, 0.349)  0.0000
H (4.117, -2.184, 0.601)  0.0003
H (2.204, -3.568, 0.277)  -0.0006
H (1.622, -3.127, -1.327)  0.0000
H (0.291, -2.638, 1.351)  -0.0015
H (-0.433, -3.129, -0.161)  -0.0011
C (-2.221, 0.749, -2.673)  -0.0023
As (-0.522, 0.017, -2.103)  -0.0186
C (-0.402, -1.594, -3.178)  -0.0031
C (0.718, 1.234, -2.937)  -0.0053
H (-2.185, 0.869, -3.756)  -0.0006
H (-2.332, 1.715, -2.184)  0.0000
H (-3.033, 0.078, -2.404)  0.0000
H (-0.638, -1.361, -4.217)  -0.0006
H (-1.106, -2.335, -2.804)  0.0000
H (0.611, -1.987, -3.118)  -0.0001
H (0.489, 1.274, -4.002)  -0.0009
H (1.737, 0.900, -2.769)  0.0000
H (0.557, 2.206, -2.476)  0.0000

Output
2S+1 = 2
relative energy (zero: lowest compared OMol25 entry of this formula, charge and spin) = 113.7 kJ/mol
gap between HOMO and LUMO (spin up / spin down) = 8.2658 / 7.8189 eV
expectation value of S² = 0.7594
total energy = -4512.725887 Eh
LUMO (spin up / spin down) = 0.0035 / -0.0048 Eh